Below is a 4-piece molecular cluster, C23H45BBrClO11 overall in a non-equilibrium geometry, with properties calculated with the ωB97M-V functional and the def2-TZVPD basis.

Values from the calculation:
Kohn-Sham gap: 0.36417 Ha
E_LUMO: 0.29 eV
E_HOMO: -9.6 eV
2S+1: 1
Max |F|: 1.097 eV/Å
Energy: -4790.066112 a.u.

Last column: Mulliken charge in e.
Atoms and positions in Å:
C -4.10 -2.27 0.01  -1.07
C -4.50 -0.89 -0.51  -0.61
C -3.48 -0.26 -1.46  0.23
Cl -3.18 -1.33 -2.88  -0.18
B -2.11 0.13 -0.75  -0.59
C -2.05 0.66 0.71  -0.65
C -2.30 2.20 0.68  -0.51
C -1.27 3.00 1.51  -0.83
C -1.91 3.90 2.60  -0.92
C -1.19 3.74 3.97  -0.44
C -1.42 4.97 4.87  -0.93
C -1.72 4.70 6.35  -0.63
C -2.72 3.58 6.62  -0.54
O -2.28 2.24 6.50  -0.38
C -1.00 1.97 7.05  -0.67
C -0.73 0.04 -1.57  -0.65
C -0.13 -1.31 -1.37  0.43
O 0.00 -1.84 -0.32  -0.37
Br 0.47 -2.22 -3.00  -0.22
H -4.93 -2.75 0.52  0.41
H -3.25 -2.19 0.69  0.22
H -3.80 -2.92 -0.81  0.30
H -4.59 -0.20 0.34  0.26
H -5.48 -0.93 -0.98  0.44
H -3.91 0.67 -1.84  0.38
H -2.78 0.18 1.37  0.40
H -1.06 0.42 1.13  0.31
H -3.32 2.38 1.02  0.35
H -2.20 2.54 -0.36  0.35
H -0.70 3.65 0.84  0.36
H -0.57 2.33 2.01  0.44
H -2.95 3.61 2.75  0.30
H -1.88 4.95 2.30  0.40
H -0.13 3.63 3.76  0.44
H -1.58 2.82 4.40  0.35
H -0.50 5.57 4.83  0.28
H -2.19 5.62 4.43  0.49
H -0.78 4.59 6.89  0.38
H -2.16 5.61 6.76  0.34
H -3.55 3.70 5.91  0.32
H -3.16 3.73 7.62  0.37
H -0.23 2.07 6.27  0.22
H -0.75 2.61 7.90  0.33
H -1.01 0.93 7.40  0.24
H -0.89 0.26 -2.62  0.52
H -0.04 0.78 -1.16  0.34
C 4.93 -3.57 -8.68  -0.64
O 3.57 -3.88 -8.38  -0.36
C 3.06 -3.20 -7.36  0.76
O 3.65 -2.36 -6.71  -0.54
O 1.80 -3.58 -7.18  -0.35
C 1.14 -2.90 -6.11  -0.59
H 5.21 -4.20 -9.53  0.22
H 5.03 -2.52 -8.96  0.30
H 5.57 -3.79 -7.84  0.29
H 1.10 -1.83 -6.30  0.36
H 1.65 -3.10 -5.17  0.15
H 0.13 -3.29 -6.07  0.33
C 4.60 4.21 -4.29  -0.65
O 3.87 3.05 -3.88  -0.31
C 4.19 1.94 -4.54  0.72
O 5.01 1.86 -5.42  -0.55
O 3.45 0.95 -4.06  -0.23
C 3.68 -0.33 -4.69  -0.41
H 4.24 5.03 -3.68  0.21
H 5.67 4.07 -4.13  0.29
H 4.41 4.43 -5.34  0.30
H 4.71 -0.64 -4.54  0.31
H 3.46 -0.29 -5.74  0.30
H 3.02 -1.04 -4.20  0.05
C 0.53 -3.79 1.53  -0.57
O 0.44 -5.05 2.21  -0.31
C 0.57 -4.98 3.53  0.75
O 0.75 -3.97 4.17  -0.55
O 0.47 -6.21 4.03  -0.33
C 0.59 -6.27 5.46  -0.63
H 0.41 -4.00 0.48  0.29
H -0.26 -3.12 1.86  0.26
H 1.50 -3.33 1.71  0.30
H -0.20 -5.70 5.94  0.29
H 1.57 -5.91 5.78  0.29
H 0.49 -7.32 5.72  0.22